1.
DFT (wB97M-V/def2-TZVPD) results for C40H35ClMnN3O2S as an isolated structure.

The geometry in XYZ format:
```
83
Properties=species:S:1:pos:R:3:lowdin_charge:R:1
H 0.14111 -4.19337 3.51668 0.12
C 0.34304 1.85333 -3.95760 -0.16
C 0.29196 2.56819 -1.56887 -0.16
Cl 1.04995 -2.08476 -3.91453 0.61
C -0.13385 1.20843 1.24476 -0.09
C 3.77699 0.56502 -0.67360 0.00
H 1.33821 -0.22962 5.02755 0.11
C 4.31244 -0.15511 0.37472 -0.01
C 0.87675 -1.35852 3.26149 -0.03
H 1.56663 3.61510 -3.77812 0.12
C -2.10579 2.14446 2.20810 -0.23
C 0.61615 1.41631 -2.51888 -0.40
C 1.26093 3.22191 -0.81987 -0.04
H -2.23394 -2.05755 2.15043 0.13
H -1.78362 2.52800 -2.10315 0.13
H -0.50187 -6.54702 3.80360 0.11
H 0.76732 -3.25055 -1.91170 0.01
H -1.34238 -7.85283 1.87648 0.11
H 1.21874 4.32723 -6.10334 0.11
C -2.84333 1.36895 1.32265 0.00
N 1.79830 -0.75042 -0.60591 0.11
H -0.65735 5.56002 0.70667 0.11
C -1.04847 -6.81951 1.74700 -0.07
H 1.73810 -3.50087 0.00267 0.14
Mn -0.09071 -0.97628 -1.07843 0.83
H 1.92156 -1.54063 3.04842 0.10
H 2.18004 0.18851 -3.23771 0.10
C -1.14689 -6.21856 0.50015 -0.06
C 0.94683 3.01450 -4.43504 -0.02
C -0.72111 2.05427 2.16343 -0.01
C -1.02685 3.01386 -1.49734 -0.02
H 1.69195 4.79847 0.57061 0.11
C -0.39182 4.72128 0.07568 -0.08
H -2.39400 4.42047 -0.64421 0.11
H -0.94496 0.21024 -4.43986 0.10
H 2.22693 -3.21248 1.64410 0.14
H -1.33064 0.95294 -6.75569 0.11
C -1.77794 -0.89159 3.89119 -0.06
C 1.65761 -2.78174 0.82221 -0.04
H 4.00114 -1.84426 1.66405 0.13
C 0.55012 -0.61432 4.39197 -0.06
C -0.77540 -0.37194 4.70485 -0.08
H -0.86006 -4.43104 -0.64210 0.10
C -2.76579 3.03636 3.20800 -0.83
C 0.74374 3.42415 -5.74230 -0.06
C -0.47548 1.11519 -4.79877 -0.03
H 4.33175 1.36898 -1.13706 0.13
C 2.06047 0.91877 -2.43501 -0.05
H -1.51829 -6.78188 -0.34663 0.11
H 0.94434 1.12382 1.18269 0.12
C -0.21015 -4.75910 2.66235 -0.02
C -2.16955 0.54356 0.44397 -0.11
H -0.78866 -2.79225 -2.64164 0.04
C 3.59347 -1.21997 0.88142 0.00
C -1.45180 -1.63687 2.77287 -0.03
H 2.74157 1.73663 -2.66081 0.13
C -0.77123 -4.89403 0.33317 -0.02
N -3.89819 3.61486 2.77940 0.10
H -0.11920 2.63370 2.84810 0.11
S -2.15441 3.24352 4.71443 0.72
H -1.03431 0.21645 5.57515 0.10
H -4.17306 3.59518 1.81182 0.10
C -0.68746 1.53423 -6.10687 -0.06
H -2.81767 -0.71516 4.13875 0.12
C -0.57693 -6.08762 2.82632 -0.06
C 2.52209 0.24510 -1.17023 -0.20
H -4.38638 4.23544 3.40402 0.11
C 2.33957 -1.51505 0.37226 -0.20
O -0.51846 -2.17421 0.08604 -0.22
C -0.30407 -4.15423 1.41371 -0.16
O -0.22506 0.30554 -2.21124 -0.22
H 2.29723 2.91538 -0.86415 0.10
H -2.72166 -0.08347 -0.24823 0.13
N -0.84197 0.46178 0.39877 0.02
H -0.24429 3.00555 -7.60232 0.11
H -3.92559 1.36283 1.32503 0.12
C 0.92180 4.29501 -0.00063 -0.06
C 0.17612 -2.71868 1.20927 -0.39
H 5.28896 0.09067 0.77155 0.13
C -0.07845 2.68366 -6.58249 -0.08
C -0.11800 -1.86482 2.43622 -0.18
C 0.21997 -2.45344 -2.40107 -0.59
C -1.36681 4.07597 -0.67936 -0.06
```

Summary:
net charge: +1
HOMO (alpha / beta): -10.9 / -10.9 eV
HOMO-LUMO gap (alpha / beta): 6.398 / 7.375 eV
2S+1: 2

---

2.
DFT (wB97M-V/def2-TZVPD) results for C35H45BrN4P2Re as an isolated structure at a distorted geometry.

The geometry in XYZ format:
```
88
Properties=species:S:1:pos:R:3:lowdin_charge:R:1
N 0.31372 -0.62125 4.08005 0.04
H -2.01547 -3.57148 -0.97747 0.09
C -2.52884 -0.32008 -2.92418 -0.43
H 3.35146 -2.58113 -2.57624 0.08
H -3.66839 -1.81382 -4.02621 0.07
H 1.85931 3.64992 -0.15004 0.12
H 1.08940 0.30373 -3.06445 0.05
H 1.53147 -2.96633 -0.84294 0.07
C -3.94097 2.96799 -0.14018 0.00
H 3.83875 -3.64786 -1.27165 0.11
H -1.22193 1.42491 4.78364 0.13
C 1.92047 3.97114 -3.97378 -0.07
C 4.19651 0.09283 0.29769 -0.10
H 3.24625 0.70585 -4.04521 0.10
H 3.16501 5.41890 -1.28781 0.14
H 4.26105 -0.85434 0.84021 0.08
C 2.34057 -2.24570 -0.64954 -0.38
H -1.36934 -4.41012 -2.77995 0.08
H -1.49732 0.98712 2.05380 0.05
H 2.69778 1.55576 -0.32970 0.05
C 0.14859 2.03843 -1.27852 -0.02
H -2.04002 -3.47154 -4.13491 0.08
P 1.58588 -0.55284 -0.83160 0.88
H 1.97217 4.12734 -5.05078 0.14
N 2.62520 4.79625 -3.20399 0.12
C -4.08042 1.61677 0.20892 -0.46
H -2.41455 4.52248 -0.12831 0.16
H 4.71828 0.84366 0.90344 0.10
Br -5.09723 0.41577 -1.10264 0.92
H 3.32636 1.43040 -2.46995 0.07
H 1.93058 -1.24834 -3.15388 0.07
H -1.46806 2.33375 7.07324 0.16
H 2.57968 -2.35946 0.41911 0.07
H 4.73041 0.00333 -0.65211 0.07
H 1.09062 -2.65127 4.23339 0.15
C -0.85842 1.44931 6.89946 0.07
C -0.28420 1.39663 9.27689 -0.02
N 0.04615 -0.59708 1.87779 -0.09
C 2.74609 0.54834 0.12169 -0.35
H -4.77627 3.54886 -0.53046 0.16
C 1.87583 3.68953 -1.24344 -0.02
H -4.01626 -3.26544 -2.50885 0.08
H -4.53347 -3.54041 -0.83820 0.11
H -0.23720 -1.71909 -3.77201 0.09
H -2.24714 -1.18645 -4.89358 0.09
H 0.38676 -2.64256 -2.41370 0.04
C 0.04066 0.15017 2.99146 -0.12
C 2.60448 4.69321 -1.88216 -0.08
H 1.03897 -0.84857 8.60683 0.17
C -3.05252 -0.92785 -4.20514 -0.10
H 2.30114 0.66367 1.12582 0.07
H -3.87681 0.13647 1.81040 0.15
H -3.70252 -0.19367 -4.68980 0.11
C -1.70804 2.54855 0.51921 -0.21
C 3.55699 -2.61461 -1.50311 -0.10
C -2.59844 -2.63962 -0.94886 -0.36
C 3.24045 0.46810 -2.97699 -0.10
C 0.09347 -0.18786 5.40584 -0.11
C 0.51201 -1.86290 2.25034 -0.06
H 4.13709 -0.11991 -2.76248 0.08
H -3.41045 -0.03438 -2.31450 -0.08
H 1.28099 -1.76930 6.28000 0.14
C -0.70894 0.94234 5.61629 0.05
C 0.54503 -0.33909 7.77024 0.09
C -0.20416 0.83219 7.97233 -0.13
Re -0.62790 0.02783 -0.14260 1.12
C -3.45478 0.92722 1.19200 -0.06
N -0.36656 1.88047 10.33907 0.36
H 4.42293 -1.98530 -1.28515 0.07
H -1.98810 0.62681 -3.07718 0.08
C 1.08714 2.83357 -2.03614 -0.26
C -0.52837 -2.40664 -2.97044 -0.37
C -2.67785 3.49217 0.08852 0.07
H -0.06638 1.22916 3.07758 0.15
C -2.08663 1.31737 1.21177 -0.21
C 0.71049 -1.87204 3.59405 0.05
C 1.14033 2.94208 -3.44291 0.00
C 1.94223 -0.26435 -2.65568 -0.36
H 0.67377 -2.63606 1.51780 0.11
H 0.58953 2.27374 -4.11092 0.13
P -1.55605 -1.40264 -1.82309 0.86
H -0.40577 -4.11224 -4.22996 0.11
C -0.53908 2.24415 -0.17884 -0.10
C -4.00205 -2.84096 -1.49632 -0.13
C 0.68830 -0.86678 6.47667 0.08
C -1.13760 -3.66810 -3.54799 -0.09
H -4.55203 -1.88722 -1.49498 -0.03
H -2.63387 -2.32157 0.10598 0.07
```

Summary:
net charge: +4
HOMO (alpha / beta): -18.6 / -18.6 eV
HOMO-LUMO gap (alpha / beta): 5.968 / 3.376 eV
2S+1: 4

---

3.
DFT (wB97M-V/def2-TZVPD) results for a 5-piece molecular cluster, C28H41ClO14P2 overall at a distorted geometry.

The geometry in XYZ format:
```
86
Properties=species:S:1:pos:R:3:lowdin_charge:R:1
C 1.49680 -4.93245 5.82313 -0.17
O -2.75349 -0.84731 -1.72023 0.04
O -4.44850 0.63707 -1.49103 0.01
H 2.02387 -5.87462 6.00380 0.12
C 0.53386 4.76874 3.02614 -0.17
H -2.45886 1.99064 -0.85214 0.10
P -0.29688 0.04722 0.17596 0.69
H -6.02881 1.80336 -2.15567 0.13
H -6.47521 0.32927 -1.26842 0.13
C -2.06863 2.31480 0.16188 0.01
C 1.54797 -4.59078 4.35180 -0.16
O 4.02896 2.44167 3.95832 -0.25
O -3.89300 3.93918 0.75908 0.04
H 6.00995 -3.30970 -1.04822 0.13
C -4.77010 -1.11858 -3.02307 -0.08
H 3.33088 -0.68135 2.90596 0.08
O 1.23473 -0.28796 0.85383 -0.39
H -1.61114 5.69738 1.58991 0.13
C -7.34037 -2.45740 -7.55296 -0.16
H 3.89321 -0.70756 -3.01244 0.13
H 1.95384 -0.21411 0.18982 0.02
C -3.85004 -0.45810 -2.03173 -0.47
H 5.05772 2.77869 1.19054 0.10
O -6.69166 -1.45996 -5.53612 -0.01
O -0.33390 1.60306 3.30458 0.04
H -6.76121 -0.39439 -3.58165 0.11
C -6.66762 -2.71695 -6.22475 -0.15
H 3.00777 4.24686 -0.72124 0.08
H -7.74989 -0.49906 -8.38700 0.13
H 2.10699 4.71732 4.59071 0.10
P 2.97124 3.17374 2.85350 0.74
Cl 0.13762 0.37906 -1.90503 0.15
O 2.80150 -3.92422 4.16301 0.03
C -2.67883 3.65386 0.82449 -0.29
C 3.22593 -3.41538 5.35072 -0.48
H 1.11539 5.39493 2.26293 0.12
C 4.57289 3.75746 0.87333 -0.29
H 4.44444 -3.72288 -0.31439 0.13
H 3.19629 -2.74836 -2.07875 0.12
O 4.99466 -1.72857 -0.20200 0.03
H 3.49246 2.43794 -0.62175 0.05
H -5.23340 -1.98998 -2.55367 0.14
C -6.82449 -0.45180 -6.44475 -0.47
C 4.97778 -2.97629 -0.90494 -0.16
H 2.80392 -4.10895 7.34403 0.13
H 5.44373 4.49099 0.68357 0.13
C 4.47022 1.12712 3.51807 -0.28
H 3.92752 -0.79533 4.63012 0.05
C 3.47348 -0.07463 3.87662 -0.07
O 3.72722 4.37553 1.87743 -0.26
O 4.20911 -2.73351 5.47663 0.10
C 2.26902 -3.79045 6.44980 -0.08
H -7.19964 -3.46701 -5.63730 0.13
H 1.11674 3.18273 4.61000 0.10
H 1.50799 -5.48206 3.72338 0.13
H 5.45237 0.91600 4.08624 0.13
H 4.72770 1.05418 2.41353 0.10
C 4.67666 -1.24870 -2.48232 -0.08
H 5.62493 -1.18062 -3.02059 0.13
H 4.55993 -3.37470 -3.01286 0.12
H 0.00318 5.52377 3.71766 0.13
C 4.86274 -0.70753 -1.09042 -0.47
C -6.96806 -1.01654 -7.83201 -0.08
C 1.58251 3.94688 3.90630 -0.21
H 0.74375 -3.91153 4.05416 0.13
H -6.00940 -0.93653 -8.34981 0.14
C -1.59441 4.56344 1.59311 0.06
H 0.48026 -5.03747 6.20570 0.12
H -8.42591 -2.54075 -7.44127 0.12
C -1.05921 1.62199 0.89221 -0.28
C -0.56946 3.87645 2.30676 -0.10
C -5.78284 0.75137 -2.00300 -0.14
H -5.62597 -3.03100 -6.34046 0.13
H 1.62553 -2.93513 6.66886 0.14
O -6.79181 0.71684 -6.16268 0.12
H -7.02891 -3.15070 -8.33579 0.12
C -5.77824 -0.02340 -3.30011 -0.18
O 2.43088 2.11584 1.87247 -0.32
O 4.92557 0.45629 -0.79070 0.11
H -4.23186 -1.40782 -3.92531 0.13
H -5.41406 0.61371 -4.11031 0.12
H 2.41920 0.26737 4.17252 0.09
C -0.62606 2.29221 2.29129 -0.27
C 3.86728 3.52303 -0.54395 -0.10
H 4.67296 3.61979 -1.35898 0.08
C 4.28069 -2.68571 -2.21406 -0.16
```

Summary:
HOMO: -8.0 eV
HOMO-LUMO gap: 7.326 eV

---

4.
DFT (wB97M-V/def2-TZVPD) results for a 2-piece molecular cluster, C4H10NO overall at a distorted geometry.

The geometry in XYZ format:
```
16
Properties=species:S:1:pos:R:3:lowdin_charge:R:1
C 0.63841 -1.14541 -2.36624 -0.35
N 0.34763 2.49691 0.79593 -0.02
O 0.61310 -1.15083 -0.93310 -0.48
H -0.31538 -1.27134 0.43900 0.00
H -1.03704 0.91392 2.45124 0.06
H -0.31711 -0.87990 -2.82378 0.02
H -0.42122 -1.70832 2.19662 0.05
H 1.24439 2.72913 0.39315 0.05
H 0.56625 0.43893 -0.17995 0.09
H 1.40385 -0.38357 -2.73898 0.04
H 0.92786 -2.15172 -2.75559 0.03
H -0.37756 3.10417 0.52970 0.03
C -0.86606 -1.10839 1.38256 -0.15
H -1.91951 -1.37790 1.33157 0.04
C -0.62415 0.39836 1.58412 -0.18
C 0.13654 1.09595 0.69375 -0.24
```

Summary:
net charge: -1
energy relative to the best compared isomer or geometry (same formula, charge and spin): 161.2 kJ/mol
HOMO: -2.7 eV
HOMO-LUMO gap: 7.028 eV